Arrangement P

C4H14N3 | ωB97M-V/def2-TZVPD

```
! RIJCOSX wB97M-V def2-TZVPD def2/J DEFGRID3
* xyz 1 1
N -1.3101 -0.9361 -1.8012
H -0.5260 0.1461 1.1433
C 1.2561 0.9353 2.3034
H -2.8648 0.3734 -2.1696
H 1.1485 -0.0895 2.6799
N -0.9562 0.1220 0.2299
N -0.3009 -2.0626 -0.0697
H 2.1994 1.8365 0.5389
H 1.6725 1.4199 3.1882
H 0.3177 1.4430 2.1086
C -1.8314 0.2480 -2.4745
H -1.7682 0.1180 -3.5509
C -0.7992 -0.9327 -0.5718
H -1.5219 -1.8497 -2.1681
H -1.0805 1.0097 -0.2309
C 2.2477 0.9267 1.1476
H 1.9659 0.2818 0.3025
H -1.2610 1.1535 -2.2803
H -0.0371 -2.8471 -0.6440
H 0.2104 -2.0303 0.7991
H 3.2390 0.7342 1.5195
*
```

Summary:
HOMO = -14.8673 eV
HOMO-LUMO gap = 11.916 eV

=====

Arrangement Q

C4H14N3 | ωB97M-V/def2-TZVPD

```
! RIJCOSX wB97M-V def2-TZVPD def2/J DEFGRID3
* xyz 1 1
C 0.4376 -2.2899 0.9252
H 1.1194 1.0491 -2.5424
C 1.6118 -1.9367 1.8570
N 0.8228 1.8781 -2.0424
H -0.2645 3.6429 -0.7264
H -0.4551 -2.0895 1.5011
H 0.4624 -1.7522 -0.0231
H 1.4413 -2.1012 2.9099
C -0.2427 1.7026 -1.2209
H 1.9230 -0.9018 1.7154
H -1.5575 -0.8259 0.3400
H 2.5125 -2.4956 1.5874
H -0.2493 -0.2783 -1.3346
C -1.7709 0.1673 -0.0399
N -0.7305 2.7600 -0.5643
H 0.7780 2.6726 -2.6711
N -0.8443 0.5204 -1.1384
H -1.0550 2.5866 0.3753
H -2.7749 0.2354 -0.4298
H 0.5255 -3.3410 0.6824
H -1.6894 0.7971 0.8394
*
```

Summary:
HOMO = -14.8885 eV
HOMO-LUMO gap = 11.715 eV

=====

Most stable: arrangement P (next structure +0.0103 hartree)

=====

Arrangement P

C4H14N3 | ωB97M-V/def2-TZVPD

```
! RIJCOSX wB97M-V def2-TZVPD def2/J DEFGRID3
* xyz 1 1
H -0.8023 -0.1199 4.0596
H -0.6408 -1.5765 3.1198
N 0.8119 1.1964 -1.0017
H 0.9874 2.1154 -0.5334
H -0.1499 0.0997 -4.0981
C -0.2567 -1.7547 0.6621
H 0.0673 2.1597 -2.7358
N -0.3195 -0.2615 0.8286
C -0.0455 1.1959 -2.2189
H 1.7248 0.7527 -1.1830
H -1.0977 1.1095 -1.8379
H -0.0817 -1.9724 -0.4054
H 0.1775 -0.8985 -2.6666
H -1.2060 -2.2405 0.9642
H 1.4559 0.1438 -3.3265
C -0.4007 0.1796 2.0479
C 0.3661 0.0776 -3.1475
H -0.2581 1.2429 2.2301
N -0.3542 -0.5589 3.2212
H 0.5630 -2.2005 1.2468
H 0.3132 0.5627 -0.2315
*
```

Summary:
HOMO = -13.6689 eV
HOMO-LUMO gap = 10.896 eV

=====

Arrangement Q

C4H14N3 | ωB97M-V/def2-TZVPD

```
! RIJCOSX wB97M-V def2-TZVPD def2/J DEFGRID3
* xyz 1 1
H -1.8008 0.3468 -1.6819
H 1.8399 0.3249 1.3107
H 1.5471 -2.3156 -0.5193
H -0.7033 1.8425 0.7745
N -0.4531 1.9726 -1.9123
H 2.2628 -1.9333 1.5735
C 0.9030 -0.2305 1.2991
C -1.5706 1.2917 -1.1929
C -1.0504 0.9734 0.2128
H -0.6233 2.9553 -1.7304
H 0.5272 -3.3424 0.1309
H -1.7577 0.4139 0.8172
N 0.2078 0.1454 0.0380
H -2.4266 1.9339 -0.9874
H 0.6512 -2.0455 2.2513
H 0.6460 0.7118 -0.7142
H 0.3167 0.0835 2.1579
H 0.1269 -0.8110 -0.3959
C 1.2092 -1.7666 1.3622
H -0.6022 1.8046 -2.9063
N 0.7502 -2.3554 0.1125
*
```

Summary:
HOMO = -14.1713 eV
HOMO-LUMO gap = 11.553 eV
SMILES = NCC[NH2+]CCN

=====

Arrangement R

C4H14N3 | ωB97M-V/def2-TZVPD

```
! RIJCOSX wB97M-V def2-TZVPD def2/J DEFGRID3
* xyz 1 1
H 2.5868 1.3526 2.3518
C 1.9344 0.7245 2.9488
H -0.3188 -2.3317 -1.8746
H 1.4260 1.2647 3.7424
H 0.9401 -0.0974 1.0717
H -0.9275 -1.5092 -3.3754
H 2.5119 -0.0657 3.4022
N -1.4864 -0.6926 -1.4029
C 0.7865 0.0564 2.1470
H 0.6972 -0.9805 2.4848
C -0.7928 0.4217 -1.2726
H 0.5960 -0.0684 -2.6478
N -1.1365 1.3638 -0.4058
H -0.6854 2.2528 -0.5279
H 1.1847 0.8573 -1.3926
H -1.9742 -2.4545 -2.3236
H -1.9493 1.3063 0.1782
H -2.4516 -0.7339 -1.1081
H -0.1862 0.5189 2.2721
C -1.1271 -1.7722 -2.3425
N 0.3721 0.5870 -1.9250
*
```

Summary:
HOMO = -14.7081 eV
HOMO-LUMO gap = 11.667 eV

=====

Most stable: arrangement R (next structure +0.0118 hartree)